B5F20Pt as an isolated structure at a distorted geometry. Source: OMol25; level of theory: ωB97M-V/def2-TZVPD.

Electronic energy ... -2241.8959 hartree
HOMO level (spin up / spin down) ... -6.606 / -6.603 eV
Multiplicity ... 4
Kohn-Sham gap (spin up / spin down) ... 11.88 / 7.33 eV
Total charge ... -2

Each line ends with the natural charge from an NBO analysis.
Positions of all 26 atoms, in Å:
Pt (-0.176, -0.074, -0.063)  2.08
F (2.376, 0.403, -2.634)  -0.53
F (0.790, 1.419, -3.793)  -0.55
F (1.439, 2.197, -1.803)  -0.55
F (-1.312, 1.774, 0.010)  -0.50
F (-0.338, -1.570, 1.740)  -0.52
F (1.486, -1.441, -0.411)  -0.49
F (-2.144, -1.403, 3.164)  -0.52
F (1.191, -3.546, 0.130)  -0.53
F (-3.612, 1.282, 0.191)  -0.55
F (-1.586, 0.153, 1.785)  -0.50
F (-2.673, 1.943, -1.791)  -0.53
F (-2.052, -0.041, -0.964)  -0.49
F (1.108, 2.184, 2.896)  -0.57
F (0.269, 0.314, -1.995)  -0.50
F (2.864, 0.689, 2.784)  -0.55
F (-0.415, -2.449, -0.778)  -0.52
F (1.095, -3.107, -2.061)  -0.54
F (1.210, 0.688, 1.357)  -0.54
F (-2.292, -1.760, 0.920)  -0.57
F (2.704, 2.334, 1.258)  -0.55
B (2.017, 1.484, 2.085)  1.33
B (1.241, 1.075, -2.565)  1.30
B (0.886, -2.653, -0.790)  1.30
B (-2.457, 1.256, -0.661)  1.33
B (-1.621, -1.152, 1.988)  1.28